15
Properties=species:S:1:pos:R:3:forces:R:3:nbo_charge:R:1 method="wB97M-V/def2-TZVPD" max_force_ev_per_a=4.65 homo_energy_ha="-0.327 / -0.327" orbital_gap_ev="8.64 / 8.64" relative_energy_kcal_mol=175.27 multiplicity=1 total_energy_ha=-399.68625
C 0.38408 -0.96339 1.01409 2.5 -0.5 -0.5 -0.3827
C -0.30653 0.28538 1.35214 -0.8 -0.4 -1.8 -0.3713
C 0.32273 0.74771 -1.32964 -1.0 0.3 2.6 -0.4689
C -0.85076 -0.12724 -1.31874 -2.2 -1.4 -1.3 -0.0398
C -0.10546 -0.13005 -0.10351 -1.4 1.6 0.0 -0.1439
N -2.55530 1.24668 -1.17058 4.1 -2.2 -0.3 0.5229
O -3.66834 0.91273 -1.30496 -2.0 -0.8 -0.3 -0.3493
O -2.11742 2.31917 -0.91515 0.2 1.5 0.4 -0.3896
H 1.52018 -1.06615 1.04620 -1.7 0.3 0.4 0.2242
H -0.14978 -1.82857 1.30555 -0.3 -1.0 -0.2 0.2267
H -1.33656 0.28903 1.64047 -0.2 -0.2 0.6 0.2238
H 0.27752 1.11021 1.54254 0.9 1.8 0.9 0.2167
H 1.32545 0.48559 -1.49964 1.0 -0.1 -1.8 0.2355
H -0.01280 1.79637 -1.19453 0.8 -0.5 -0.1 0.2622
H -1.13983 -1.00440 -2.00878 0.3 1.7 1.2 0.2334

---

15
Properties=species:S:1:pos:R:3:forces:R:3:nbo_charge:R:1 method="wB97M-V/def2-TZVPD" max_force_ev_per_a=3.54 homo_energy_ha=-0.370 smiles="C#CCNCC(=O)O" orbital_gap_ev=10.65 relative_energy_kcal_mol=52.76 multiplicity=1 total_energy_ha=-399.88149
C -3.29870 0.85741 -0.28975 1.7 -2.0 1.4 -0.2225
C -2.38985 0.11670 0.11081 -2.0 2.3 -1.7 -0.0266
C -1.11583 -0.59614 0.35064 -1.2 -0.6 0.2 -0.2944
N 0.00546 0.14964 -0.17215 1.6 -1.0 -0.4 -0.6258
C 1.29577 -0.64156 -0.07805 -0.3 0.4 0.1 -0.3630
C 2.46989 0.34928 -0.01573 2.4 -2.4 -0.7 0.7615
O 3.61445 -0.05377 -0.23577 -2.0 1.1 0.5 -0.5980
O 2.11035 1.56001 0.28792 -1.3 0.4 0.2 -0.6527
H -4.21588 1.41585 -0.47094 0.8 -0.4 0.0 0.2509
H -1.17084 -1.61646 -0.09013 -0.1 0.5 0.3 0.2079
H -1.02209 -0.70529 1.42294 0.3 -0.2 0.3 0.2247
H -0.18880 0.24899 -1.14692 -0.1 0.6 -0.8 0.3752
H 1.22157 -1.13588 0.90348 0.4 -0.2 -0.4 0.2220
H 1.58507 -1.36311 -0.89362 -0.9 0.6 0.8 0.2337
H 1.09942 1.41433 0.31727 0.7 0.9 0.1 0.5071

---

15
Properties=species:S:1:pos:R:3:forces:R:3:nbo_charge:R:1 method="wB97M-V/def2-TZVPD" max_force_ev_per_a=8.80 homo_energy_ha=-0.319 orbital_gap_ev=9.56 relative_energy_kcal_mol=145.96 multiplicity=1 total_energy_ha=-399.73297
C -1.20159 0.36912 0.52070 2.3 -2.7 -5.2 0.0930
C -0.19472 -0.78679 0.63910 -4.6 -3.2 -0.6 0.0133
C -0.08815 0.51320 -0.71136 -8.2 2.1 -2.3 0.0324
C 1.13766 0.85697 -0.21713 4.0 -2.4 1.3 -0.1610
C 1.11282 -0.30038 0.77772 4.6 2.6 2.8 -0.1253
H -2.29334 -0.87917 -0.67486 0.1 3.6 1.9 0.4952
H -1.41375 1.14279 1.11941 -0.2 2.6 2.8 0.1846
H -0.59980 -1.74147 0.91195 0.4 -0.6 1.6 0.2132
H -0.65043 1.07650 -1.42401 0.3 0.1 -1.4 0.2113
H 1.71064 1.72481 -0.06920 -0.3 1.3 0.1 0.2369
H 1.52031 -0.84150 -1.21394 1.3 0.3 2.5 0.3944
H 1.61021 0.10869 1.67399 -0.4 -1.5 0.0 0.2294
N 1.94951 -0.35165 -0.35471 2.4 -0.4 -2.4 -0.5660
O -2.37687 0.05703 -0.15161 -1.3 -3.5 -0.9 -0.7226
O -0.22250 -0.94814 -0.82605 -0.6 1.6 -0.2 -0.5289

---

15
Properties=species:S:1:pos:R:3:forces:R:3:nbo_charge:R:1 method="wB97M-V/def2-TZVPD" max_force_ev_per_a=4.90 homo_energy_ha=-0.308 smiles="C[C@@H]1C(=O)C([NH3+])=C1[O-]" orbital_gap_ev=8.07 relative_energy_kcal_mol=67.55 multiplicity=1 total_energy_ha=-399.85792
C -0.39722 2.06592 0.67548 -0.8 -2.4 -0.2 -0.6183
C 0.47281 0.82251 0.84678 -1.7 -2.1 -1.0 -0.3286
C 0.97478 0.15712 -0.48284 3.3 2.9 -2.2 0.4951
O 1.87473 0.64263 -1.28779 -3.3 -2.3 2.5 -0.6680
C 0.08142 -0.92648 -0.38347 1.1 0.7 0.1 -0.3283
N -0.11798 -2.10942 -1.29602 -1.2 1.3 2.1 -0.6723
C -0.46461 -0.52787 0.89220 0.4 -0.6 -0.5 0.5488
O -1.31712 -1.05020 1.58392 0.2 0.6 0.3 -0.6219
H -0.80157 2.21970 1.63020 -1.1 0.2 1.5 0.2117
H -1.29331 1.90384 -0.01753 1.8 0.7 0.4 0.2169
H 0.31526 2.82491 0.63429 0.5 2.0 -1.4 0.2252
H 1.24069 0.99542 1.61151 -0.2 -0.5 -0.1 0.2205
H -0.51059 -1.76045 -2.15331 -0.4 -0.1 -0.6 0.4318
H -0.80670 -2.68531 -0.76138 0.7 0.1 -0.8 0.4533
H 0.74941 -2.57234 -1.49206 0.5 -0.5 0.0 0.4340

---

15
Properties=species:S:1:pos:R:3:forces:R:3:nbo_charge:R:1 method="wB97M-V/def2-TZVPD" max_force_ev_per_a=3.51 homo_energy_ha=-0.349 smiles="O=C1[C@@H]2C[C@@H](O)CN12" orbital_gap_ev=10.18 relative_energy_kcal_mol=62.77 multiplicity=1 total_energy_ha=-399.86554
O 0.17678 -3.35747 0.42471 0.6 -0.5 -0.1 -0.5083
C -0.12768 -2.27315 0.78840 -0.4 0.2 0.2 0.6854
C -1.05740 -1.18093 0.83373 -2.6 1.2 -1.9 -0.1801
C -0.91512 -0.19415 -0.46768 0.5 -3.5 0.4 -0.4359
C 0.57504 0.16108 -0.30416 -0.8 -0.2 -2.0 0.0656
O 0.86921 1.46251 -0.72252 0.9 0.4 1.7 -0.7109
C 0.90278 -0.05857 1.11492 1.0 2.4 1.8 -0.2371
N 0.22286 -1.17921 1.55813 -1.1 -1.6 0.7 -0.4094
H -2.00853 -1.09856 1.38626 0.6 -0.3 -0.2 0.2158
H -1.24236 -0.78783 -1.45238 0.9 1.6 2.1 0.2314
H -1.42992 0.71380 -0.31758 -1.1 0.8 0.0 0.2196
H 1.16607 -0.59159 -0.78818 0.5 -0.3 -1.0 0.1635
H 0.65792 1.66017 -1.61357 -0.4 -0.2 -1.3 0.4797
H 1.90788 -0.15013 1.38635 2.0 -0.2 -0.4 0.2171
H 0.62902 0.78531 1.75532 -0.6 0.2 -0.2 0.2036

---

17
Properties=species:S:1:pos:R:3:forces:R:3:nbo_charge:R:1 method="wB97M-V/def2-TZVPD" max_force_ev_per_a=4.99 homo_energy_ha=-0.316 orbital_gap_ev=9.19 relative_energy_kcal_mol=54.91 multiplicity=1 total_energy_ha=-1196.23187
C 0.07211 0.92982 0.97121 2.2 -0.3 -1.8 0.0073
C 0.77764 1.19037 -0.33353 2.6 -0.5 -2.1 -0.2107
C 0.56216 -0.34713 1.63475 1.4 1.9 -3.1 -0.2655
C 1.51994 0.30061 -1.02760 -2.1 -1.6 4.2 -0.3065
C 1.25573 -1.31266 1.05310 0.1 -2.2 2.0 -0.3709
N -1.43426 -0.12165 -1.60153 0.6 -1.0 1.7 -1.0472
O -3.12470 -0.74930 0.26372 0.8 -0.1 0.0 -0.9338
O -1.27567 0.74796 0.69829 -2.2 0.5 0.5 -0.6924
S 1.77192 -1.42987 -0.55502 0.0 1.4 -0.9 0.3183
S -1.68175 -0.68048 0.02037 -1.5 0.7 -1.6 1.6355
H 0.24652 1.88612 1.47583 -0.7 -0.6 0.9 0.2192
H 0.85682 2.16416 -0.87599 -0.8 -0.4 1.1 0.2278
H 0.42873 -0.29320 2.61665 -0.7 -0.5 4.1 0.2126
H 1.96771 0.47223 -1.90326 1.6 1.0 -3.2 0.2017
H 1.50281 -2.25014 1.66847 -0.3 1.5 -0.9 0.2417
H -1.27022 -0.93942 -2.14932 0.0 -0.5 -0.6 0.3757
H -2.17548 0.43259 -1.95614 -1.0 0.5 -0.2 0.3870

---

16
Properties=species:S:1:pos:R:3:forces:R:3:nbo_charge:R:1 method="wB97M-V/def2-TZVPD" max_force_ev_per_a=5.25 homo_energy_ha=-0.362 smiles="C=C/C(C)=C/O[N+](=O)[O-]" orbital_gap_ev=10.13 relative_energy_kcal_mol=186.87 multiplicity=1 total_energy_ha=-474.95120
C 2.31074 -0.02654 0.88954 2.5 3.2 1.1 -0.3760
C 1.65656 0.83564 0.13952 -1.9 1.6 -0.1 -0.2137
C 0.31806 0.41981 -0.40393 2.7 -4.2 -1.7 -0.0523
C 0.43361 -0.81426 -1.30483 -1.9 2.0 -2.8 -0.6502
C -0.79652 0.63541 0.19032 -2.7 1.9 -0.4 0.0690
O -2.09512 0.16774 -0.43253 2.3 0.4 -0.3 -0.3499
N -2.97973 -0.25321 0.52622 0.1 0.1 0.2 0.7311
O -3.93222 -0.91683 0.16637 1.4 1.1 0.4 -0.3409
O -2.63512 0.15086 1.59802 -1.5 -0.8 1.6 -0.3638
H 3.16682 0.54916 1.43635 -1.2 -2.2 -0.8 0.2209
H 1.99261 -1.02553 1.03944 0.1 -0.7 0.4 0.2109
H 1.92567 1.92608 0.05893 0.0 -1.3 0.1 0.2213
H -0.63080 -1.15162 -1.58767 1.9 -0.2 0.9 0.2389
H 0.79049 -0.42044 -2.30082 0.2 -0.7 0.8 0.2199
H 1.15419 -1.50979 -0.90963 -0.2 -0.5 0.0 0.2243
H -0.67924 1.43353 0.89471 -1.7 0.3 0.7 0.2104

---

17
Properties=species:S:1:pos:R:3:forces:R:3:nbo_charge:R:1 method="wB97M-V/def2-TZVPD" max_force_ev_per_a=3.92 homo_energy_ha=-0.333 orbital_gap_ev=9.13 relative_energy_kcal_mol=47.47 multiplicity=1 total_energy_ha=-873.28930
C -1.06582 -0.78074 1.16677 -0.4 -1.6 0.5 0.3707
C 1.10541 0.47426 1.06997 -0.1 -1.3 0.8 0.9055
C 2.03491 -1.37811 -0.01838 0.3 0.5 -1.7 0.1981
C 1.30186 -0.90101 -1.24216 -0.3 1.3 2.9 -0.7024
C -1.11391 1.48680 0.64364 -0.3 0.1 -0.9 -0.4131
N -0.28296 0.30896 1.05793 0.5 2.1 -0.8 -0.5609
O -0.56977 -1.79573 1.84118 -0.7 -0.2 -0.2 -0.6508
O 1.74321 1.46655 1.08307 -0.3 0.5 -0.2 -0.5071
O 1.77729 -0.78070 1.12154 -1.3 1.9 1.9 -0.5406
S 3.24366 -2.39088 -0.01671 1.2 -1.7 -0.3 0.0258
H 1.37829 0.17848 -1.33224 -0.1 0.2 0.0 0.2283
H 0.29390 -1.21045 -1.21904 -1.4 -0.2 0.1 0.2391
H 1.73841 -1.34354 -2.02184 1.7 -1.6 -3.2 0.2445
H -0.52139 2.32885 0.21608 -0.1 -0.8 0.6 0.2258
H -1.83742 1.12728 -0.15586 0.9 0.4 1.2 0.2373
H -1.65288 1.81238 1.54210 0.0 0.1 -0.5 0.2173
H 0.25373 -1.67646 2.33070 0.6 0.3 -0.1 0.4827